(P)
{
  "formula": "C2H3INOS",
  "method": "ωB97M-V/def2-TZVPD",
  "gap_ev": [5.82, 5.85],
  "total_charge": 1,
  "homo_energy_ha": [-0.4721, -0.4730],
  "symbols": ["C", "C", "N", "O", "S", "I", "H", "H", "H"],
  "positions_angstrom": [[0.101, 0.173, 0.399], [0.838, -0.852, 0.762], [-1.388, 0.303, 0.364], [1.690, -1.567, 1.115], [3.062, 0.152, -1.806], [0.883, 0.716, -2.035], [-1.486, 0.851, -0.470], [-1.737, 0.745, 1.278], [-1.963, -0.522, 0.393]]
}

=====

(Q)
{
  "formula": "C2H3INOS",
  "method": "ωB97M-V/def2-TZVPD",
  "gap_ev": [7.77, 6.66],
  "total_charge": 1,
  "homo_energy_ha": [-0.4973, -0.4834],
  "symbols": ["C", "C", "N", "O", "S", "I", "H", "H", "H"],
  "positions_angstrom": [[0.436, 0.187, 0.343], [-0.520, 0.878, 0.614], [1.477, -0.754, -0.050], [-1.912, 2.287, -1.012], [-1.906, 1.883, 0.378], [-2.782, -1.689, -0.014], [1.768, -0.645, -1.093], [1.226, -1.671, 0.232], [2.213, -0.477, 0.603]]
}

=====

Which structure is most stable? (P), by 0.378 eV over the runner-up.

=====

(P)
{
  "formula": "C3H3FS2",
  "method": "ωB97M-V/def2-TZVPD",
  "gap_ev": 8.02,
  "smiles": "F/C=C\\C(=S)S",
  "homo_energy_ha": -0.3420,
  "symbols": ["F", "C", "C", "C", "S", "S", "H", "H", "H"],
  "positions_angstrom": [[0.740, 1.404, -1.532], [-0.466, 0.925, -0.830], [-0.757, 0.053, 0.143], [0.058, -1.169, 0.660], [-0.617, -2.376, 1.577], [1.825, -0.784, 0.834], [-1.172, 1.807, -0.955], [-1.883, 0.253, 0.443], [2.273, -0.114, -0.339]]
}

=====

(Q)
{
  "formula": "C3H3FS2",
  "method": "ωB97M-V/def2-TZVPD",
  "gap_ev": 8.01,
  "smiles": "F/C=C\\C(=S)S",
  "homo_energy_ha": -0.3232,
  "symbols": ["F", "C", "C", "C", "S", "S", "H", "H", "H"],
  "positions_angstrom": [[2.075, 0.508, -0.006], [1.437, -0.651, -0.004], [0.104, -0.823, -0.009], [-0.921, 0.235, -0.002], [-2.521, -0.183, -0.005], [-0.394, 1.878, -0.015], [2.149, -1.498, 0.052], [-0.284, -1.848, -0.081], [-1.644, 2.382, 0.071]]
}

=====

Which structure is most stable? (Q), by 1.603 eV over the runner-up.

=====

(P)
{
  "formula": "N2O2",
  "method": "ωB97M-V/def2-TZVPD",
  "gap_ev": 7.89,
  "smiles": "O=NN=O",
  "homo_energy_ha": -0.3397,
  "symbols": ["O", "N", "N", "O"],
  "positions_angstrom": [[-1.060, -0.608, 0.003], [-0.851, 0.532, -0.005], [0.850, 0.532, 0.005], [1.060, -0.608, -0.003]]
}

=====

(Q)
{
  "formula": "N2O2",
  "method": "ωB97M-V/def2-TZVPD",
  "gap_ev": [7.35, 7.35],
  "homo_energy_ha": [-0.2882, -0.2880],
  "symbols": ["N", "N", "O", "O"],
  "positions_angstrom": [[1.249, -0.585, -0.002], [-1.141, -0.549, -0.005], [0.963, 0.530, -0.108], [-1.070, 0.604, 0.115]]
}

=====

Which structure is most stable? (P), by 0.614 eV over the runner-up.

=====

(P)
{
  "formula": "C29H43I2N6O2S5Yb",
  "method": "ωB97M-V/def2-TZVPD",
  "spin_multiplicity": 2,
  "gap_ev": [7.51, 7.51],
  "total_charge": 2,
  "homo_energy_ha": [-0.4847, -0.4846],
  "symbols": ["Yb", "S", "C", "N", "C", "C", "N", "C", "C", "C", "C", "C", "C", "C", "C", "S", "C", "C", "C", "C", "C", "C", "C", "H", "H", "H", "H", "H", "H", "H", "H", "H", "H", "H", "H", "H", "H", "H", "H", "H", "H", "I", "C", "I", "H", "H", "N", "C", "H", "C", "N", "C", "S", "N", "C", "H", "H", "H", "H", "H", "H", "H", "H", "C", "C", "C", "S", "O", "C", "C", "C", "H", "H", "H", "H", "H", "H", "H", "H", "H", "H", "H", "H", "H", "H", "O", "S", "N"],
  "positions_angstrom": [[-0.797, -0.135, 2.484], [1.853, -0.517, 1.426], [1.952, -0.240, -0.223], [2.969, -0.636, -0.955], [2.992, -0.395, -2.402], [2.495, 0.993, -2.660], [1.156, 1.128, -2.075], [0.219, 1.944, -2.878], [-0.145, 1.228, -4.153], [-0.840, 0.020, -4.095], [-1.162, -0.653, -5.262], [-0.796, -0.123, -6.495], [-0.110, 1.078, -6.557], [0.218, 1.751, -5.386], [0.830, 0.535, -0.950], [-0.721, 0.560, -0.319], [4.112, -1.417, -0.421], [5.418, -0.759, -0.774], [5.683, 0.528, -0.310], [6.880, 1.149, -0.626], [7.824, 0.483, -1.401], [7.568, -0.800, -1.856], [6.363, -1.420, -1.546], [2.373, -1.142, -2.907], [4.020, -0.499, -2.742], [2.406, 1.169, -3.731], [3.161, 1.746, -2.231], [0.730, 2.884, -3.092], [-0.654, 2.150, -2.264], [-1.141, -0.382, -3.134], [-1.707, -1.586, -5.216], [-1.053, -0.647, -7.406], [0.170, 1.495, -7.514], [0.751, 2.694, -5.437], [4.043, -2.423, -0.842], [3.985, -1.488, 0.655], [4.955, 1.039, 0.310], [7.085, 2.146, -0.261], [8.762, 0.965, -1.641], [8.303, -1.320, -2.455], [6.164, -2.423, -1.905], [0.442, -3.232, 3.249], [-0.708, -3.063, 5.022], [-2.467, -1.909, 4.791], [-0.093, -2.556, 5.755], [-1.008, -4.054, 5.339], [-3.894, 1.411, 2.009], [-2.824, 1.261, 2.546], [-4.656, 2.001, 2.328], [-0.776, 5.175, 2.356], [-1.694, 4.166, 2.851], [-1.775, 3.775, 4.126], [-2.726, 2.409, 4.566], [-1.115, 4.484, 5.034], [-1.070, 4.238, 6.471], [-0.843, 5.193, 1.273], [0.252, 4.930, 2.633], [-1.039, 6.169, 2.724], [-2.179, 3.593, 2.182], [-0.610, 5.293, 4.705], [-1.655, 3.354, 6.705], [-1.487, 5.092, 7.000], [-0.039, 4.084, 6.784], [-5.934, -1.489, -0.834], [-5.705, -2.515, 0.270], [-4.559, -2.167, 1.217], [-2.976, -2.155, 0.382], [-1.970, -1.648, 1.422], [-2.636, -3.920, 0.283], [-1.853, -4.278, -0.973], [-0.548, -3.502, -1.107], [-6.740, -1.812, -1.490], [-5.049, -1.338, -1.454], [-6.213, -0.521, -0.416], [-5.558, -3.511, -0.154], [-6.597, -2.590, 0.893], [-4.469, -2.864, 2.053], [-4.658, -1.152, 1.607], [-3.594, -4.436, 0.345], [-2.063, -4.129, 1.191], [-2.483, -4.129, -1.853], [-1.640, -5.348, -0.924], [-0.720, -2.431, -1.245], [0.022, -3.856, -1.966], [0.072, -3.627, -0.216], [0.302, -0.178, 4.446], [0.840, 1.248, 4.295], [0.382, 1.852, 3.029]]
}

=====

(Q)
{
  "formula": "C29H43I2N6O2S5Yb",
  "method": "ωB97M-V/def2-TZVPD",
  "spin_multiplicity": 2,
  "gap_ev": [7.32, 7.32],
  "total_charge": 2,
  "homo_energy_ha": [-0.4809, -0.4809],
  "symbols": ["Yb", "S", "C", "N", "C", "C", "N", "C", "C", "C", "C", "C", "C", "C", "C", "S", "C", "C", "C", "C", "C", "C", "C", "H", "H", "H", "H", "H", "H", "H", "H", "H", "H", "H", "H", "H", "H", "H", "H", "H", "H", "I", "C", "I", "H", "H", "N", "C", "H", "C", "N", "C", "S", "N", "C", "H", "H", "H", "H", "H", "H", "H", "H", "C", "C", "C", "S", "O", "C", "C", "C", "H", "H", "H", "H", "H", "H", "H", "H", "H", "H", "H", "H", "H", "H", "O", "S", "N"],
  "positions_angstrom": [[1.116, -1.104, -1.897], [0.577, -2.783, 0.426], [-0.153, -1.995, 1.712], [-0.525, -2.622, 2.809], [-1.215, -1.903, 3.884], [-0.591, -0.547, 4.036], [-0.661, 0.155, 2.750], [-0.911, 1.607, 2.770], [0.306, 2.468, 2.524], [0.241, 3.513, 1.611], [1.303, 4.398, 1.484], [2.448, 4.223, 2.250], [2.532, 3.160, 3.138], [1.459, 2.292, 3.280], [-0.453, -0.500, 1.622], [-0.570, 0.239, 0.140], [-0.464, -4.088, 2.980], [-1.853, -4.677, 2.970], [-2.339, -5.351, 4.081], [-3.620, -5.891, 4.069], [-4.422, -5.747, 2.948], [-3.941, -5.066, 1.834], [-2.662, -4.536, 1.843], [-1.103, -2.478, 4.801], [-2.282, -1.834, 3.656], [0.451, -0.632, 4.358], [-1.134, 0.034, 4.777], [-1.312, 1.822, 3.760], [-1.688, 1.830, 2.038], [-0.657, 3.654, 1.021], [1.227, 5.234, 0.799], [3.266, 4.929, 2.175], [3.417, 3.027, 3.747], [1.520, 1.491, 4.008], [0.025, -4.280, 3.935], [0.157, -4.493, 2.188], [-1.713, -5.469, 4.958], [-3.989, -6.422, 4.936], [-5.419, -6.166, 2.938], [-4.567, -4.957, 0.958], [-2.282, -4.014, 0.970], [3.303, -3.629, -1.502], [3.793, -4.021, -3.542], [2.170, -3.884, -4.892], [4.173, -5.034, -3.581], [4.538, -3.293, -3.833], [-0.883, -4.188, -2.584], [-0.249, -3.238, -2.433], [-1.394, -5.040, -2.715], [3.620, 3.608, -1.264], [3.112, 2.362, -0.700], [3.758, 1.335, -0.168], [2.927, -0.156, 0.131], [5.032, 1.391, 0.212], [5.939, 2.532, 0.310], [2.878, 3.961, -1.977], [4.552, 3.452, -1.802], [3.761, 4.375, -0.505], [2.136, 2.172, -0.868], [5.389, 0.499, 0.516], [5.428, 3.405, 0.706], [6.400, 2.774, -0.646], [6.725, 2.262, 1.010], [-4.128, 1.721, -1.012], [-4.188, 1.376, -2.496], [-3.231, 0.253, -2.895], [-1.521, 0.815, -2.919], [-0.719, -0.505, -3.020], [-1.407, 1.550, -4.567], [-1.621, 3.062, -4.572], [-0.670, 3.846, -3.674], [-4.789, 2.555, -0.784], [-3.116, 1.996, -0.706], [-4.441, 0.868, -0.406], [-3.991, 2.268, -3.095], [-5.194, 1.055, -2.769], [-3.457, -0.164, -3.877], [-3.224, -0.556, -2.162], [-2.123, 1.040, -5.212], [-0.397, 1.285, -4.882], [-2.658, 3.288, -4.315], [-1.498, 3.381, -5.609], [-0.891, 3.692, -2.616], [-0.755, 4.912, -3.880], [0.366, 3.544, -3.842], [2.818, -0.991, -3.371], [2.620, 0.485, -3.679], [1.588, 1.057, -2.797]]
}

=====

Which structure is most stable? (Q), by 0.779 eV over the runner-up.

=====

(P)
{
  "formula": "C2H3IN2O",
  "method": "ωB97M-V/def2-TZVPD",
  "gap_ev": 9.05,
  "homo_energy_ha": -0.3138,
  "symbols": ["C", "C", "N", "N", "O", "I", "H", "H", "H"],
  "positions_angstrom": [[-2.387, -0.250, -0.571], [1.559, 0.834, 0.258], [-1.855, -1.123, 0.210], [2.063, 1.793, -0.183], [1.067, 0.057, 0.936], [-4.387, 0.170, 0.044], [-2.132, -1.762, 0.956], [-0.938, -1.443, -0.056], [2.515, 2.056, -0.943]]
}

=====

(Q)
{
  "formula": "C2H3IN2O",
  "method": "ωB97M-V/def2-TZVPD",
  "gap_ev": 9.45,
  "smiles": "[H]/N=C(\\I)C(N)=O",
  "homo_energy_ha": -0.3556,
  "symbols": ["H", "N", "C", "I", "C", "N", "O", "H", "H"],
  "positions_angstrom": [[-2.295, -0.893, 0.938], [-1.641, -0.370, 0.359], [-0.441, -0.594, 0.438], [0.411, -1.624, 2.261], [0.552, -0.152, -0.681], [0.695, 1.182, -0.746], [1.093, -0.945, -1.387], [0.059, 1.676, -0.183], [1.566, 1.720, -0.999]]
}

=====

Which structure is most stable? (Q), by 1.729 eV over the runner-up.

=====

(P)
{
  "formula": "C3H4ClN3",
  "method": "ωB97M-V/def2-TZVPD",
  "gap_ev": 8.05,
  "homo_energy_ha": -0.2820,
  "symbols": ["C", "C", "C", "N", "N", "N", "Cl", "H", "H", "H", "H"],
  "positions_angstrom": [[-1.557, -0.892, 0.676], [1.606, -0.167, -0.142], [0.634, 2.023, -0.397], [-1.592, 0.039, 1.364], [1.293, 0.956, -0.223], [-1.287, -1.765, -0.224], [2.344, -1.190, 0.913], [1.254, 2.851, -0.902], [-0.329, 2.221, 0.006], [-1.660, -1.561, -1.105], [-0.706, -2.514, 0.033]]
}

=====

(Q)
{
  "formula": "C3H4ClN3",
  "method": "ωB97M-V/def2-TZVPD",
  "gap_ev": 8.19,
  "homo_energy_ha": -0.3259,
  "symbols": ["C", "C", "C", "N", "N", "N", "Cl", "H", "H", "H", "H"],
  "positions_angstrom": [[-1.076, -0.789, -0.618], [0.504, 1.525, 0.615], [0.197, -0.827, 0.246], [-1.679, 0.314, -0.584], [-1.853, 1.411, -0.401], [0.876, 0.392, 0.288], [2.791, 0.218, -0.506], [-1.459, -1.790, -0.950], [0.942, 2.433, 0.556], [0.062, -1.173, 1.370], [0.696, -1.716, -0.017]]
}

=====

Which structure is most stable? (P), by 1.901 eV over the runner-up.

=====

(P)
{
  "formula": "C6H14NO",
  "method": "ωB97M-V/def2-TZVPD",
  "gap_ev": 6.13,
  "total_charge": -1,
  "smiles": "CCCC[C@@H](N)C[O-]",
  "homo_energy_ha": -0.0905,
  "symbols": ["C", "C", "C", "C", "C", "N", "C", "O", "H", "H", "H", "H", "H", "H", "H", "H", "H", "H", "H", "H", "H", "H"],
  "positions_angstrom": [[-0.820, -0.393, 2.735], [-1.417, 0.035, 1.377], [-0.942, -0.826, 0.221], [0.516, -0.763, -0.249], [0.896, 0.563, -0.867], [2.361, 0.522, -1.106], [0.130, 0.954, -2.215], [0.933, 1.322, -3.211], [0.247, -0.594, 2.626], [-0.902, 0.376, 3.503], [-1.317, -1.307, 3.068], [-2.501, 0.079, 1.454], [-0.991, 1.033, 1.205], [-1.086, -1.877, 0.526], [-1.591, -0.647, -0.638], [0.586, -1.541, -1.024], [1.236, -1.073, 0.516], [0.783, 1.365, -0.131], [2.488, 1.182, -1.869], [2.552, -0.349, -1.583], [-0.553, 1.797, -1.860], [-0.609, 0.141, -2.478]]
}

=====

(Q)
{
  "formula": "C6H14NO",
  "method": "ωB97M-V/def2-TZVPD",
  "gap_ev": 5.96,
  "total_charge": -1,
  "homo_energy_ha": -0.0964,
  "symbols": ["C", "C", "C", "O", "C", "N", "C", "C", "H", "H", "H", "H", "H", "H", "H", "H", "H", "H", "H", "H", "H", "H"],
  "positions_angstrom": [[-0.003, -0.362, -0.334], [-0.090, 1.040, -0.907], [-0.633, 2.033, 0.165], [-1.841, 1.696, 0.657], [0.374, -1.452, -1.378], [1.853, -2.323, -0.675], [-1.107, 0.193, 3.320], [1.908, -1.407, -1.686], [-0.924, -0.552, 0.221], [0.814, -0.379, 0.387], [-0.736, 1.172, -1.780], [0.927, 1.397, -1.136], [-0.629, 3.022, -0.363], [0.166, 2.132, 0.950], [-0.027, -2.444, -1.140], [-0.119, -1.203, -2.324], [-0.171, -0.347, 3.166], [-1.288, 0.859, 2.452], [-1.043, 0.815, 4.212], [2.380, -0.427, -1.565], [2.219, -1.844, -2.655], [-1.914, -0.539, 3.322]]
}

=====

Which structure is most stable? (P), by 4.242 eV over the runner-up.

=====

(P)
{
  "formula": "C6H14NO",
  "method": "ωB97M-V/def2-TZVPD",
  "gap_ev": 6.02,
  "total_charge": -1,
  "smiles": "CC[C@@H](C)[C@@H](N)C[O-]",
  "homo_energy_ha": -0.0843,
  "symbols": ["C", "C", "C", "C", "C", "N", "C", "O", "H", "H", "H", "H", "H", "H", "H", "H", "H", "H", "H", "H", "H", "H"],
  "positions_angstrom": [[0.457, -2.555, -1.192], [0.752, -1.083, -0.645], [-0.389, -0.101, -0.136], [-1.096, -0.842, 1.070], [0.188, 1.204, 0.295], [1.181, 1.703, -0.712], [-0.739, 2.201, 0.933], [-1.134, 3.146, -0.019], [0.991, -2.845, -2.111], [0.657, -3.174, -0.408], [-0.641, -2.551, -1.660], [1.295, -0.579, -1.522], [1.435, -1.170, 0.175], [-1.207, -0.040, -0.939], [-0.381, -1.461, 1.782], [-1.879, -1.533, 0.896], [-1.365, -0.136, 1.799], [0.869, 1.012, 1.136], [1.763, 2.432, -0.405], [0.727, 2.058, -1.563], [-1.500, 1.712, 1.479], [0.015, 2.603, 1.747]]
}

=====

(Q)
{
  "formula": "C6H14NO",
  "method": "ωB97M-V/def2-TZVPD",
  "gap_ev": 6.06,
  "total_charge": -1,
  "smiles": "CC(C)C[C@H](N)C[O-]",
  "homo_energy_ha": -0.0917,
  "symbols": ["C", "C", "C", "C", "C", "N", "C", "O", "H", "H", "H", "H", "H", "H", "H", "H", "H", "H", "H", "H", "H", "H"],
  "positions_angstrom": [[-0.239, -2.734, 0.886], [-0.261, -1.230, 1.170], [0.630, -0.985, 2.414], [0.328, -0.442, -0.050], [-0.525, 0.657, -0.669], [-0.827, 0.432, -2.074], [0.037, 2.149, -0.468], [0.740, 2.557, -1.517], [0.747, -3.039, 0.507], [-1.018, -2.851, 0.127], [-0.337, -3.398, 1.739], [-1.207, -0.741, 1.440], [0.877, 0.085, 2.457], [0.010, -1.323, 3.247], [1.568, -1.535, 2.513], [1.239, 0.005, 0.352], [0.571, -1.167, -0.853], [-1.550, 0.644, -0.220], [-0.633, 1.300, -2.569], [-0.233, -0.285, -2.469], [-0.910, 2.732, -0.216], [0.613, 2.134, 0.499]]
}

=====

Which structure is most stable? (Q), by 1.223 eV over the runner-up.